[1]
{"formula": "C13H19F5O13P2", "method": "ωB97M-V/def2-TZVPD", "smiles": "O=CO[C@@](CCCC(F)(F)C(F)(F)F)(P(O)O)P(=O)(O)O.O=C1OCCO1.O=C1OCCO1", "symbols": ["P", "P", "F", "F", "F", "F", "F", "O", "O", "O", "O", "O", "O", "O", "O", "O", "O", "O", "O", "O", "C", "C", "C", "C", "C", "C", "C", "C", "C", "C", "C", "C", "C", "H", "H", "H", "H", "H", "H", "H", "H", "H", "H", "H", "H", "H", "H", "H", "H", "H", "H", "H"], "positions_angstrom": [[0.25220, -2.35861, -3.90240], [-2.22488, -0.91560, -2.96019], [3.22294, -1.75431, 0.04432], [3.50734, 0.92977, 1.11736], [4.54955, -1.02002, -1.56549], [4.29459, 1.48858, -0.83655], [5.17152, -0.89337, 0.51916], [-6.50191, 0.81755, 2.05616], [-7.10872, 0.76106, -0.08684], [-2.81563, -2.21155, -3.66468], [2.16024, 1.86024, 4.86003], [3.55138, 1.80348, 6.60252], [1.33949, 2.04048, 6.94870], [-2.11537, 0.16734, -4.12151], [0.58969, -1.18945, -4.98477], [-0.40813, -2.22455, -1.38681], [-8.63324, 1.26655, 1.48951], [-3.00344, -0.42434, -1.83231], [-1.31975, -1.22014, 0.46035], [1.69498, -2.84464, -3.29616], [3.47829, 0.60619, -0.20992], [-7.52614, 0.97786, 1.18274], [-0.46658, -1.31530, -2.48395], [1.75002, -0.05761, -1.99793], [-0.38054, -1.68712, -0.11093], [0.23666, 0.03121, -2.29558], [2.25605, 1.91430, 6.21309], [4.10943, -0.79970, -0.31528], [-5.67713, 0.66458, -0.07903], [2.06323, 0.73383, -0.72800], [-5.39192, 0.25188, 1.34709], [3.48042, 1.93439, 4.31439], [4.33274, 1.43688, 5.46197], [2.02112, -1.09040, -1.86565], [-5.40418, -0.83130, 1.47886], [-5.25710, 1.64151, -0.32296], [3.56441, 1.32032, 3.42436], [1.91013, 1.79034, -0.91135], [1.61490, -2.99715, -2.34897], [-4.45328, 0.64462, 1.72712], [-0.26927, 0.67624, -1.58459], [-2.59662, -0.12755, -4.90194], [5.31296, 1.90408, 5.50288], [-2.50819, -3.01040, -3.22467], [1.39770, 0.48255, 0.08827], [-5.33198, -0.06065, -0.80919], [0.32721, -1.55683, -5.82774], [0.59599, -1.78496, 0.37186], [3.69707, 2.97225, 4.05421], [2.31527, 0.37292, -2.81054], [4.45459, 0.35214, 5.45237], [0.14188, 0.53243, -3.25141]], "atomic_forces_ev_per_a": [[-0.724, -1.236, -0.011], [-0.066, 0.396, 1.223], [0.357, 0.296, -0.251], [-0.065, 0.000, -0.043], [-0.432, -0.185, 0.603], [0.151, -0.260, -0.064], [-0.682, -0.058, -0.579], [0.042, -0.026, -0.062], [0.077, -0.001, 0.076], [0.078, 0.142, -0.439], [0.111, -0.022, 0.005], [0.028, -0.012, -0.097], [-0.229, 0.029, 0.185], [0.055, -0.609, -0.321], [0.391, 0.185, 0.678], [0.283, 0.005, 0.434], [-0.277, 0.073, 0.079], [-0.164, 0.087, 0.399], [0.771, -0.359, -0.726], [-0.071, 0.582, -0.262], [-0.276, 0.262, 0.172], [0.203, -0.055, -0.061], [-0.046, 0.928, -1.281], [-0.627, 0.418, 0.851], [-1.074, 0.333, 0.926], [0.608, -0.099, -0.475], [0.146, -0.013, -0.123], [1.056, 0.016, 0.220], [0.155, -0.077, -0.158], [0.229, -0.114, -0.072], [0.137, -0.051, 0.009], [0.112, 0.037, -0.111], [0.115, -0.048, -0.024], [0.294, -0.100, -0.098], [-0.037, 0.001, -0.020], [-0.014, 0.011, 0.030], [-0.180, -0.056, 0.010], [0.001, 0.317, -0.020], [0.067, -0.169, 0.243], [-0.084, 0.095, 0.110], [-0.260, -0.085, 0.320], [-0.002, 0.154, -0.297], [-0.046, 0.085, 0.155], [-0.077, -0.356, -0.042], [-0.161, -0.283, 0.186], [-0.116, 0.006, -0.058], [0.053, 0.080, -0.538], [0.234, -0.208, -0.165], [-0.005, 0.009, 0.042], [0.214, -0.194, -0.354], [-0.042, -0.003, -0.010], [-0.213, 0.132, -0.190]], "nbo_charge": [1.314, 2.337, -0.323, -0.333, -0.301, -0.316, -0.306, -0.494, -0.494, -0.986, -0.492, -0.491, -0.562, -0.979, -0.972, -0.599, -0.576, -1.082, -0.474, -0.986, 0.617, 0.966, -0.407, -0.412, 0.645, -0.476, 0.965, 0.920, -0.103, -0.466, -0.097, -0.103, -0.099, 0.207, 0.183, 0.182, 0.210, 0.242, 0.501, 0.206, 0.236, 0.517, 0.203, 0.520, 0.230, 0.225, 0.508, 0.127, 0.184, 0.233, 0.184, 0.264]}

[2]
{"formula": "C5H10O", "method": "ωB97M-V/def2-TZVPD", "symbols": ["O", "C", "C", "C", "C", "C", "H", "H", "H", "H", "H", "H", "H", "H", "H", "H"], "positions_angstrom": [[-1.82233, 0.50896, -0.80758], [1.56651, 0.77060, 0.72310], [-1.08363, -1.67136, -0.19291], [0.78714, 0.39782, -0.54022], [-0.85115, -0.47875, -1.08728], [-0.81927, 0.90574, 0.05669], [-1.90180, -2.14650, -0.74438], [1.19363, -0.56729, -0.86501], [0.98706, 1.07092, -1.37644], [1.29519, 1.76992, 1.07793], [2.64048, 0.74849, 0.51576], [-0.63059, 1.97213, -0.02223], [-1.43272, -1.50661, 0.83746], [-1.01091, 0.57795, 1.07892], [-0.22409, -2.34905, -0.18760], [1.35468, 0.05192, 1.52433]], "atomic_forces_ev_per_a": [[0.028, 0.048, 0.023], [0.010, 0.083, 0.170], [-0.098, -0.200, -0.055], [0.431, 0.193, 0.018], [-0.451, -0.567, -0.557], [-0.095, 0.426, 0.072], [0.034, -0.251, 0.170], [-0.311, 0.171, 0.288], [-0.073, 0.016, 0.227], [0.132, -0.079, 0.053], [-0.118, 0.004, 0.053], [0.059, -0.014, -0.039], [0.040, 0.081, -0.170], [0.465, -0.126, -0.094], [-0.153, 0.073, -0.053], [0.101, 0.143, -0.107]], "nbo_charge": [-0.534, -0.624, -0.734, -0.424, 0.208, -0.053, 0.248, 0.253, 0.228, 0.199, 0.221, 0.210, 0.192, 0.187, 0.215, 0.208]}

Calculated energy relative to the best compared isomer or geometry (same formula, charge and spin), 11.3, 130.7 kcal per mole (same order as the records).
Calculated highest occupied orbital energy, -9.7, -7.6 eV (same order as the records).